Computed, not measured: one molecule with the formula C3H5I at a distorted geometry, with ωB97M-V/def2-TZVPD.

Each line ends with the natural charge from an NBO analysis.
Positions of all 9 atoms, in Å:
C (-0.12660, 1.52587, -0.06961)  -0.4609
C (0.35090, 0.30714, 0.22249)  -0.1172
C (-0.45262, -1.18771, 0.16296)  -0.6237
I (2.42702, -0.14499, 0.21242)  0.1111
H (0.51377, 2.32276, -0.37688)  0.2137
H (-1.18649, 1.73713, -0.32147)  0.2161
H (-1.49766, -1.17302, 0.11318)  0.2169
H (-0.01122, -1.43937, -0.75974)  0.2190
H (-0.01711, -1.94782, 0.81666)  0.2251

- energy above the lowest of the compared OMol25 structures with the same formula, charge and spin (eV) = 0.966
- total charge = 0
- orbital gap (eV) = 9.753
- SMILES string = C=C(C)I
- HOMO energy (eV) = -9.16


Computed, not measured: a 2-piece molecular cluster, C4H10NO overall at a distorted geometry, with ωB97M-V/def2-TZVPD.

Each line ends with the natural charge from an NBO analysis.
Positions of all 16 atoms, in Å:
C (-1.95957, -0.54553, 0.53406)  -0.2120
C (-1.83341, 0.87399, 0.17150)  -0.2091
C (2.71226, 0.13911, 0.64880)  -0.7314
C (1.99382, -0.11850, -0.64911)  0.4836
N (-1.94460, -0.17351, -0.81734)  -0.5127
O (0.90868, -0.57715, -0.61825)  -0.6147
H (-1.19076, -1.18165, 0.87268)  0.2629
H (-2.88518, -0.81535, 0.89668)  0.2336
H (-0.77194, 1.22065, 0.06326)  0.2499
H (2.02220, 0.33945, 1.50343)  0.2289
H (3.39668, 0.98435, 0.65005)  0.2448
H (3.27317, -0.85084, 0.75189)  0.2630
H (-2.55448, 1.63824, 0.23251)  0.2610
H (-1.16862, -0.63492, -1.30831)  0.4760
H (2.74826, -0.06882, -1.50642)  0.1356
H (-2.74652, -0.22952, -1.42544)  0.4406

- energy above the lowest of the compared OMol25 structures with the same formula, charge and spin (eV) = 2.201
- total charge = +1
- orbital gap (eV) = 10.780
- HOMO energy (eV) = -13.83


Computed, not measured: a 2-piece molecular cluster, C7H12N overall at a distorted geometry, with ωB97M-V/def2-TZVPD.

Each line ends with the natural charge from an NBO analysis.
Positions of all 20 atoms, in Å:
C (-3.03112, -0.65605, -0.28614)  -0.3418
C (-2.52571, -0.11692, 0.82015)  -0.3898
C (0.00921, 1.84691, 0.14147)  -0.4107
C (-0.73127, 0.81600, -0.65083)  0.0836
C (0.48270, 0.45195, -0.04122)  -0.2104
C (1.53876, -0.47755, -0.10065)  0.3983
C (2.85218, 0.06968, 0.22604)  -0.6954
N (1.38255, -1.72433, -0.39772)  -0.6548
H (-2.55456, -1.46601, -0.79465)  0.1890
H (-3.99790, -0.46728, -0.74224)  0.2232
H (-1.61597, -0.50147, 1.22576)  0.1960
H (0.50751, 2.49375, -0.55234)  0.2168
H (-0.29841, 2.23295, 1.17330)  0.2447
H (-1.44108, 0.67221, -1.43475)  0.2588
H (3.57099, -0.75521, 0.55747)  0.2445
H (2.76583, 0.66428, 1.17687)  0.2743
H (3.35615, 0.66837, -0.50070)  0.2789
H (0.48336, -2.10759, -0.74448)  0.4333
H (-2.99871, 0.56583, 1.57233)  0.2344
H (2.24546, -2.20955, -0.64767)  0.4269

- energy above the lowest of the compared OMol25 structures with the same formula, charge and spin (eV) = 4.417
- total charge = +1
- orbital gap (eV) = 8.042
- HOMO energy (eV) = -13.06


Computed, not measured: C4H3CaO as an isolated structure at a distorted geometry, with ωB97M-V/def2-TZVPD.

Each line ends with the natural charge from an NBO analysis.
Positions of all 9 atoms, in Å:
C (1.65449, -1.23304, -0.72917)  -0.3131
C (0.44796, -0.65420, -0.63121)  -0.0733
C (0.03816, 0.41594, -0.06026)  -0.1668
C (-0.77593, 1.36567, 0.43950)  0.1137
O (-1.89239, 1.13691, 1.07863)  -1.0157
Ca (-3.13138, -0.38944, 1.34986)  1.8253
H (1.96536, -1.99516, -0.01062)  0.2130
H (2.28146, -1.06178, -1.60757)  0.2276
H (-0.58772, 2.41510, 0.17083)  0.1895

- energy above the lowest of the compared OMol25 structures with the same formula, charge and spin (eV) = 0.219
- total charge = +1
- orbital gap (spin up / spin down) (eV) = 4.606 / 4.606
- HOMO energy (spin up / spin down) (eV) = -10.49 / -10.49


Computed, not measured: a 2-piece molecular cluster, C3H10N overall at a distorted geometry, with ωB97M-V/def2-TZVPD.

Each line ends with the natural charge from an NBO analysis.
Positions of all 14 atoms, in Å:
C (-1.11513, 2.56650, 5.25987)  -0.4895
H (-0.74384, 1.93956, 6.06021)  0.3465
H (-1.36990, 3.59109, 5.60093)  0.3855
H (-1.96601, 2.28962, 4.78485)  0.3808
H (-0.41298, 2.53691, 4.42554)  0.3767
C (0.21028, -0.30327, -2.79011)  -0.3797
C (1.25365, -2.46871, -2.90152)  0.1153
N (0.20235, -1.82086, -3.18991)  -0.4210
H (-0.31645, -0.41187, -1.86740)  0.2417
H (-0.06675, 0.35313, -3.65526)  0.2733
H (1.28159, -0.20585, -2.60077)  0.2215
H (2.28579, -2.03318, -2.58878)  0.2421
H (1.22631, -3.56304, -2.85476)  0.2354
H (-0.46890, -2.47005, -3.68290)  0.4716

- ⟨S²⟩ = 0.751
- energy above the lowest of the compared OMol25 structures with the same formula, charge and spin (eV) = 2.916
- total charge = +2
- spin multiplicity = 2
- orbital gap (spin up / spin down) (eV) = 13.094 / 4.221
- HOMO energy (spin up / spin down) (eV) = -20.04 / -20.04


Computed, not measured: one molecule with the formula C8H14 at a distorted geometry, with ωB97M-V/def2-TZVPD.

Each line ends with the natural charge from an NBO analysis.
Positions of all 22 atoms, in Å:
C (-0.19798, -1.02142, -1.94168)  -0.4401
C (-0.65756, -0.63988, -0.73103)  0.0927
C (-1.85409, 0.31972, -0.57292)  -0.4594
C (-2.68391, 0.70443, -1.77005)  -0.6218
C (0.10546, -1.12748, 0.54082)  -0.4893
C (0.73940, -0.05697, 1.24043)  -0.2108
C (2.10601, -0.01138, 1.43686)  -0.1442
C (2.93213, 1.11667, 2.09632)  -0.6552
H (0.70420, -1.47940, -2.00063)  0.1833
H (-0.55938, -0.72329, -2.90698)  0.1938
H (-2.52496, -0.20284, 0.15926)  0.2048
H (-1.28817, 1.04911, -0.15288)  0.2183
H (-2.43266, 1.62574, -2.35186)  0.2202
H (-2.74724, -0.20479, -2.51434)  0.2108
H (-3.76612, 0.74328, -1.48089)  0.2173
H (0.63575, -2.03340, 0.29517)  0.2235
H (-0.57556, -1.66576, 1.09599)  0.2169
H (0.06664, 0.64869, 1.65512)  0.1938
H (2.66095, -0.88088, 1.09609)  0.1833
H (3.18893, 0.79862, 3.10884)  0.2156
H (3.89448, 1.08156, 1.60998)  0.2235
H (2.25369, 1.95965, 2.08837)  0.2230

- energy above the lowest of the compared OMol25 structures with the same formula, charge and spin (eV) = 2.728
- total charge = 0
- orbital gap (eV) = 9.992
- SMILES string = C=C(CC)C/C=C/C
- HOMO energy (eV) = -8.87


Computed, not measured: an isolated ion of composition C2H3O3S and charge -1 at a distorted geometry, with ωB97M-V/def2-TZVPD.

Each line ends with the natural charge from an NBO analysis.
Positions of all 9 atoms, in Å:
C (0.24776, 0.88910, -0.95587)  -0.1464
C (0.02698, -0.40494, -0.32007)  -0.1509
O (-1.08770, 0.24621, 1.95069)  -1.0561
O (0.13611, -1.90188, 1.94040)  -1.0448
O (1.13359, -0.18545, -1.13695)  -0.5270
S (0.18114, -0.45934, 1.61400)  1.4774
H (-0.31847, 1.17692, -1.83788)  0.1541
H (0.61669, 1.71548, -0.35814)  0.1677
H (-0.93611, -1.07609, -0.89619)  0.1260

- energy above the lowest of the compared OMol25 structures with the same formula, charge and spin (eV) = 3.083
- total charge = -1
- orbital gap (eV) = 7.378
- HOMO energy (eV) = -3.28


Computed, not measured: C27H29BrFNOPPdTe as an isolated structure, with ωB97M-V/def2-TZVPD.

Each line ends with the natural charge from an NBO analysis.
Positions of all 63 atoms, in Å:
Pd (0.43965, 0.63458, 0.38372)  0.5509
F (-3.35328, -3.74788, 3.16012)  -0.3137
C (-2.32400, -2.92715, 2.89224)  0.4032
C (-2.43326, -1.59248, 3.23523)  -0.3057
C (-1.36910, -0.75136, 2.95270)  -0.1120
C (-0.21283, -1.23522, 2.33682)  -0.1354
C (0.92904, -0.34628, 2.04750)  -0.4131
C (-0.14500, -2.59177, 2.00790)  -0.1604
C (-1.19736, -3.44980, 2.28355)  -0.2898
H (-3.33282, -1.23932, 3.72080)  0.2367
H (-1.42112, 0.29834, 3.20923)  0.2136
H (1.85975, -0.88573, 1.90909)  0.1994
H (1.02924, 0.51239, 2.71140)  0.2171
H (0.75000, -2.98126, 1.53738)  0.2213
H (-1.15597, -4.50392, 2.04649)  0.2443
C (-1.63172, 3.69119, 3.62286)  -1.0137
P (-1.50774, 3.28037, 1.88373)  1.9748
C (-3.17777, 2.96095, 1.31333)  -1.0209
C (-0.95658, 4.76787, 1.05314)  -1.0197
O (-0.59432, 2.10684, 1.66669)  -1.1691
H (-2.26278, 4.56765, 3.77314)  0.2549
H (-0.63494, 3.89576, 4.01382)  0.2608
H (-2.05462, 2.84962, 4.17220)  0.2560
H (-3.85790, 3.76040, 1.60893)  0.2559
H (-3.52525, 2.01692, 1.73589)  0.2579
H (-3.17965, 2.87682, 0.22642)  0.2544
H (-1.70279, 5.55836, 1.14325)  0.2544
H (-0.78585, 4.54769, -0.00100)  0.2636
H (-0.02107, 5.11056, 1.49546)  0.2577
Te (2.33267, -0.04487, -1.28964)  0.7143
C (4.22421, -0.36497, -0.43128)  -0.3006
C (5.27296, -0.67928, -1.28903)  -0.2278
C (6.55776, -0.81618, -0.78205)  -0.1940
C (6.79257, -0.64220, 0.57423)  -0.1837
C (5.74370, -0.33367, 1.42879)  -0.2196
C (4.45672, -0.19455, 0.92869)  -0.1707
C (2.53725, 2.06768, -1.38624)  -0.2590
C (2.64958, 2.77723, -0.19674)  -0.2674
C (2.70966, 4.16209, -0.21573)  -0.1482
C (2.64508, 4.83887, -1.42863)  -0.2185
C (2.53827, 4.12936, -2.61633)  -0.2025
C (2.48446, 2.73913, -2.60001)  -0.2449
H (5.09805, -0.81974, -2.34843)  0.2251
H (7.37492, -1.05923, -1.44803)  0.2281
H (7.79489, -0.74823, 0.96727)  0.2272
H (5.92561, -0.20004, 2.48706)  0.2247
H (3.64562, 0.05556, 1.59872)  0.2052
H (2.73882, 2.24689, 0.74205)  0.2258
H (2.80643, 4.70948, 0.71323)  0.2106
H (2.69167, 5.91991, -1.45015)  0.2247
H (2.50493, 4.65609, -3.56100)  0.2278
H (2.39901, 2.19310, -3.53121)  0.2279
Br (-1.05711, 2.13088, -1.88365)  0.0732
C (-2.32274, 0.76890, -1.44047)  0.1556
C (-3.61418, 0.84348, -1.93068)  -0.2781
C (-4.47556, -0.17583, -1.55497)  -0.1370
C (-4.00772, -1.19437, -0.73577)  -0.2499
C (-2.68929, -1.15889, -0.31842)  0.0606
N (-1.84931, -0.17733, -0.66466)  -0.4931
H (-3.92533, 1.65108, -2.57645)  0.2448
H (-5.49952, -0.17514, -1.90443)  0.2366
H (-4.64865, -2.00760, -0.42606)  0.2399
H (-2.27638, -1.93748, 0.31116)  0.2192

- energy above the lowest of the compared OMol25 structures with the same formula, charge and spin (eV) = 0.636
- total charge = +1
- orbital gap (eV) = 7.511
- HOMO energy (eV) = -10.55


Question: The lowest total charge belongs to which entry?
Answer: C2H3O3S